No. 1
A single C20H26N4O3S molecule in a non-equilibrium geometry, computed with ωB97M-V with the def2-TZVPD basis set.

Each line ends with the Löwdin charge.
CARTESIAN COORDINATES (ANGSTROEM)
C  -3.149  0.039  2.457  -0.12
C  -2.195  1.212  2.257  -0.27
C  -2.950  2.509  1.968  -0.20
C  -2.005  3.675  1.707  -0.19
N  -1.378  3.562  0.407  0.07
C  -0.747  4.603  -0.169  -0.51
O  -0.647  5.693  0.357  0.06
C  -0.166  4.264  -1.533  -0.11
C  1.109  3.427  -1.385  -0.19
C  1.556  2.814  -2.712  -0.18
C  0.672  1.653  -3.174  -0.18
N  0.823  0.466  -2.341  0.01
C  1.899  -0.352  -2.590  -0.76
S  3.019  -0.051  -3.763  0.69
N  2.045  -1.477  -1.838  0.10
C  1.134  -1.823  -0.883  -0.11
C  0.046  -0.994  -0.653  -0.09
N  -0.737  -1.540  0.331  0.16
C  -0.166  -2.710  0.736  -0.18
C  -0.579  -3.627  1.701  0.00
C  0.199  -4.738  1.906  0.01
C  1.385  -4.969  1.175  -0.27
O  2.032  -6.120  1.503  -0.09
C  3.223  -6.439  0.824  -0.09
C  1.807  -4.070  0.217  0.05
C  1.024  -2.931  -0.004  -0.08
C  -0.160  0.227  -1.378  -0.34
O  -1.090  0.999  -1.200  0.06
H  -3.861  0.263  3.248  0.08
H  -2.606  -0.861  2.742  0.06
H  -3.713  -0.159  1.547  0.08
H  -1.515  1.004  1.428  0.08
H  -1.589  1.343  3.156  0.11
H  -3.584  2.754  2.822  0.11
H  -3.596  2.371  1.098  0.12
H  -1.233  3.715  2.487  0.13
H  -2.544  4.628  1.735  0.12
H  -1.440  2.680  -0.083  0.09
H  -0.917  3.713  -2.099  0.11
H  0.062  5.193  -2.057  0.12
H  0.946  2.633  -0.654  0.10
H  1.904  4.066  -0.999  0.12
H  1.538  3.578  -3.491  0.12
H  2.582  2.455  -2.625  0.08
H  -0.382  1.930  -3.138  0.12
H  0.942  1.376  -4.195  0.09
H  2.846  -2.056  -2.046  0.14
H  -1.593  -1.137  0.673  0.13
H  -1.483  -3.469  2.267  0.11
H  -0.077  -5.477  2.640  0.12
H  3.994  -5.680  0.988  0.10
H  3.556  -7.386  1.242  0.09
H  3.052  -6.559  -0.251  0.10
H  2.707  -4.220  -0.356  0.11

The energy above the lowest of the compared OMol25 structures with the same formula, charge and spin comes out at 0.178 eV. Its structure (SMILES) is CCCCNC(=O)CCCCn1c(=S)[nH]c2c([nH]c3ccc(OC)cc32)c1=O. As for the lowest unoccupied orbital energy: -0.16 eV. Its spin multiplicity is 1. Its orbital gap is 7.9 eV.

=====

No. 2
2 unconnected molecules or ions with the total composition C5H12O, computed with ωB97M-V with the def2-TZVPD basis set.

Each line ends with the Löwdin charge.
CARTESIAN COORDINATES (ANGSTROEM)
C  -0.452  1.024  2.409  -0.17
C  -0.054  0.841  0.956  -0.19
C  -0.095  -0.495  -1.546  -0.24
C  0.761  0.379  -2.387  -0.06
O  0.436  -1.447  -0.866  -0.12
C  -0.144  -2.102  0.131  -0.07
H  -1.507  0.765  2.559  0.07
H  0.146  0.359  3.040  0.07
H  -0.312  2.048  2.756  0.06
H  0.993  1.101  0.761  0.08
H  -0.647  1.488  0.299  0.07
H  -1.158  -0.312  -1.406  0.13
H  0.602  1.431  -2.109  0.08
H  0.530  0.284  -3.456  0.07
H  1.817  0.147  -2.226  0.09
H  0.466  -2.879  0.560  0.06
H  -0.159  -0.249  0.775  0.01
H  -1.228  -2.133  0.140  0.08

The energy above the lowest of the compared OMol25 structures with the same formula, charge and spin comes out at 4.104 eV. As for the lowest unoccupied orbital energy (alpha / beta): 0.87 / 0.99 eV. Its spin multiplicity is 1. Its orbital gap (alpha / beta) is 7.9 / 8.3 eV.

=====

No. 3
2 unconnected molecules or ions with the total composition C12H12N2 in a non-equilibrium geometry, computed with ωB97M-V with the def2-TZVPD basis set.

Each line ends with the Löwdin charge.
CARTESIAN COORDINATES (ANGSTROEM)
C  1.120  -1.089  0.218  -0.39
C  0.660  -2.039  1.074  -0.10
C  -0.545  -2.037  1.614  -0.01
C  -1.423  -0.821  1.534  -0.16
C  -2.625  -0.890  2.021  -0.09
C  -3.247  1.047  0.833  -0.17
C  -1.901  1.284  0.380  0.03
C  -0.978  0.221  0.586  -0.12
C  0.278  0.011  0.146  -0.18
C  0.934  1.246  -0.467  -0.11
C  1.160  1.233  -2.100  -0.13
C  2.190  1.701  -2.853  -0.02
H  3.067  -2.385  -0.607  0.27
H  2.608  -0.528  -1.372  0.16
H  1.302  -2.913  1.233  0.11
H  -0.863  -2.837  2.383  0.14
H  -2.939  -1.793  2.667  0.14
H  -4.086  1.672  0.578  0.10
H  -1.604  2.145  -0.182  0.09
H  0.214  1.955  -0.232  0.04
H  1.998  1.438  -0.038  0.14
H  0.434  0.528  -2.445  0.08
H  2.435  1.684  -3.953  0.07
H  2.978  2.122  -2.322  0.02
N  2.407  -0.993  -0.253  0.03
N  -3.575  0.039  1.556  0.05

The energy above the lowest of the compared OMol25 structures with the same formula, charge and spin comes out at 6.895 eV. As for the lowest unoccupied orbital energy: -0.44 eV. Its spin multiplicity is 1. Its orbital gap is 7.4 eV.

=====

No. 4
A single C18H22N6 molecule in a non-equilibrium geometry, computed with ωB97M-V with the def2-TZVPD basis set.

Each line ends with the Löwdin charge.
CARTESIAN COORDINATES (ANGSTROEM)
C  1.762  -2.762  2.304  -0.05
N  0.546  -1.954  2.110  -0.22
C  -0.632  -2.258  2.932  -0.07
C  0.805  -0.644  1.737  -0.30
N  0.845  0.211  2.744  0.22
C  1.049  1.472  2.383  -0.30
N  1.200  2.532  3.212  0.02
N  1.313  3.740  2.582  0.10
C  1.161  3.358  1.341  -0.39
N  1.242  4.275  0.361  0.13
C  1.026  1.947  1.117  -0.05
C  0.961  1.050  0.023  -0.05
C  0.881  -0.306  0.380  -0.07
C  0.895  -1.380  -0.659  -0.12
N  0.463  -0.874  -1.985  -0.14
C  -0.971  -0.905  -2.353  -0.13
C  -1.124  -1.619  -3.674  -0.21
C  -0.718  -2.969  -3.821  -0.04
C  -0.939  -3.652  -5.009  -0.09
C  -1.659  -3.035  -6.054  -0.09
C  -2.085  -1.706  -5.904  -0.09
C  -1.755  -1.002  -4.738  -0.06
C  1.222  0.353  -2.356  -0.16
C  0.885  1.467  -1.402  -0.13
H  2.129  -2.556  3.333  0.09
H  1.530  -3.834  2.273  0.08
H  2.502  -2.508  1.562  0.08
H  -0.355  -2.396  4.016  0.09
H  -1.079  -3.203  2.590  0.08
H  -1.387  -1.501  2.875  0.07
H  1.239  2.379  4.225  0.16
H  1.268  5.262  0.605  0.11
H  1.081  3.968  -0.589  0.07
H  0.321  -2.284  -0.359  0.13
H  1.921  -1.717  -0.745  0.12
H  -1.449  0.108  -2.399  0.12
H  -1.531  -1.433  -1.607  0.12
H  -0.244  -3.473  -2.994  0.10
H  -0.571  -4.680  -5.134  0.10
H  -1.919  -3.603  -6.956  0.10
H  -2.633  -1.185  -6.704  0.10
H  -2.102  0.016  -4.632  0.10
H  2.265  0.092  -2.338  0.12
H  1.003  0.615  -3.410  0.13
H  -0.130  1.727  -1.627  0.11
H  1.466  2.407  -1.594  0.12

The energy above the lowest of the compared OMol25 structures with the same formula, charge and spin comes out at 0.000 eV. Its structure (SMILES) is CN(C)c1nc2[nH]nc(N)c2c2c1CN(Cc1ccccc1)CC2. As for the lowest unoccupied orbital energy: 0.64 eV. Its spin multiplicity is 1. Its orbital gap is 8.2 eV.

=====

No. 5
6 unconnected molecules or ions with the total composition C21H53BFIN6O7P in a non-equilibrium geometry, computed with ωB97M-V with the def2-TZVPD basis set.

Each line ends with the Löwdin charge.
CARTESIAN COORDINATES (ANGSTROEM)
C  -1.935  1.084  -0.955  -0.08
C  -2.163  0.317  -2.264  -0.39
C  -1.034  0.629  -3.269  -0.06
C  -2.357  -1.183  -1.990  -0.33
C  -1.051  -1.941  -1.759  -0.07
C  -3.219  -1.861  -3.080  -0.26
O  -4.489  -2.294  -2.651  -0.44
P  -5.689  -1.083  -2.458  0.29
F  -6.569  -1.860  -3.706  -0.40
I  -6.841  -2.713  -0.776  0.26
B  -7.170  0.164  -2.169  -0.82
N  -7.285  0.881  -0.898  0.10
O  -8.147  0.458  -3.124  0.05
H  -2.791  0.953  -0.300  0.07
H  -1.750  2.132  -1.175  0.07
H  -1.053  0.677  -0.459  0.06
H  -3.081  0.718  -2.680  0.10
H  -0.355  -0.201  -3.428  0.04
H  -1.460  0.883  -4.234  0.07
H  -0.441  1.464  -2.905  0.06
H  -2.934  -1.264  -1.073  0.12
H  -0.473  -1.383  -1.028  0.05
H  -0.492  -2.076  -2.678  0.05
H  -1.278  -2.898  -1.302  0.09
H  -2.687  -2.770  -3.371  0.09
H  -3.263  -1.255  -3.988  0.11
H  -4.980  -0.486  -1.357  -0.03
H  -5.083  -0.203  -3.434  0.02
H  -6.832  1.792  -0.954  0.03
H  -6.797  0.375  -0.163  0.02
H  -7.755  0.858  -3.918  0.09
C  2.177  -4.200  0.079  -0.36
O  1.327  -4.174  -0.791  0.01
N  2.413  -3.207  0.954  -0.19
C  3.446  -3.292  1.974  -0.07
C  1.600  -2.006  0.873  -0.04
H  2.845  -5.068  0.226  0.13
H  3.001  -3.203  2.965  0.09
H  4.165  -2.492  1.841  0.06
H  3.962  -4.248  1.903  0.08
H  0.547  -2.255  1.011  0.09
H  1.710  -1.544  -0.109  0.09
H  1.912  -1.305  1.644  0.08
C  0.085  -2.945  -5.992  -0.35
O  -0.317  -2.093  -5.229  0.02
N  0.011  -4.269  -5.751  -0.19
C  0.500  -5.252  -6.691  -0.07
C  -0.585  -4.710  -4.496  -0.02
H  0.552  -2.702  -6.965  0.13
H  -0.313  -5.910  -7.006  0.09
H  1.284  -5.858  -6.230  0.09
H  0.911  -4.757  -7.569  0.08
H  -1.613  -4.355  -4.425  0.09
H  -0.028  -4.305  -3.651  0.09
H  -0.572  -5.797  -4.451  0.09
C  5.867  -1.106  4.419  -0.34
O  5.216  -1.920  3.789  0.00
N  6.421  -0.001  3.894  -0.19
C  7.187  0.936  4.694  -0.06
C  6.240  0.256  2.475  -0.04
H  6.058  -1.213  5.501  0.13
H  6.727  1.924  4.661  0.08
H  8.206  1.007  4.307  0.09
H  7.226  0.605  5.729  0.08
H  5.178  0.340  2.242  0.09
H  6.652  -0.567  1.889  0.09
H  6.743  1.181  2.206  0.09
C  7.356  3.169  7.925  -0.35
O  7.283  3.565  6.778  0.01
N  8.504  3.047  8.620  -0.20
C  8.530  2.569  9.987  -0.06
C  9.750  3.411  7.967  -0.04
H  6.465  2.870  8.503  0.13
H  8.957  3.330  10.644  0.09
H  9.136  1.663  10.057  0.09
H  7.521  2.342  10.322  0.08
H  9.720  4.457  7.660  0.09
H  9.899  2.801  7.076  0.09
H  10.578  3.258  8.654  0.08
C  -7.880  4.198  -1.319  -0.35
O  -6.827  4.132  -0.716  0.01
N  -8.227  5.224  -2.127  -0.20
C  -9.493  5.251  -2.827  -0.06
C  -7.294  6.323  -2.293  -0.05
H  -8.645  3.407  -1.259  0.13
H  -9.326  5.290  -3.907  0.09
H  -10.072  6.128  -2.528  0.08
H  -10.064  4.355  -2.595  0.09
H  -6.350  5.956  -2.698  0.09
H  -7.088  6.789  -1.329  0.09
H  -7.717  7.061  -2.970  0.08

As for the lowest unoccupied orbital energy: 1.27 eV. Its spin multiplicity is 1. Its orbital gap is 5.0 eV. Its total charge is -1.

=====

No. 6
2 unconnected molecules or ions with the total composition C3H13N2 in a non-equilibrium geometry, computed with ωB97M-V with the def2-TZVPD basis set.

Each line ends with the Löwdin charge.
CARTESIAN COORDINATES (ANGSTROEM)
C  0.790  1.953  1.150  -0.17
N  0.603  0.718  1.889  -0.06
H  0.362  1.868  0.142  0.03
H  0.074  2.695  1.504  0.08
H  1.790  2.337  1.103  0.08
H  -0.313  0.609  2.299  0.07
H  1.241  0.642  2.670  0.07
H  0.564  -0.494  -0.128  0.13
C  -0.928  -1.990  -0.596  0.00
N  0.085  -0.955  -0.919  -0.03
C  -0.596  0.187  -1.624  -0.01
H  -0.460  -2.781  -0.008  0.11
H  -1.661  -1.564  0.077  0.11
H  -1.381  -2.361  -1.503  0.11
H  0.833  -1.329  -1.504  0.18
H  -1.098  -0.220  -2.472  0.10
H  0.146  0.853  -2.065  0.11
H  -1.186  0.739  -0.914  0.10

The energy above the lowest of the compared OMol25 structures with the same formula, charge and spin comes out at 1.457 eV. As for the lowest unoccupied orbital energy: -3.12 eV. Its spin multiplicity is 1. Its orbital gap is 10.2 eV. Its total charge is +1.

=====

No. 7
2 unconnected molecules or ions with the total composition C6H11N in a non-equilibrium geometry, computed with ωB97M-V with the def2-TZVPD basis set.

Each line ends with the Löwdin charge.
CARTESIAN COORDINATES (ANGSTROEM)
C  -0.349  -1.735  -0.769  -0.07
C  0.458  -0.811  0.095  -0.38
C  0.410  -0.630  1.556  -0.06
C  0.203  0.592  0.563  -0.32
C  1.047  1.616  -0.228  -0.08
H  0.161  -2.700  -0.847  0.08
H  -0.425  -1.316  -1.777  0.08
H  -1.362  -1.913  -0.398  0.07
H  1.494  -0.770  -0.233  0.14
H  1.241  -0.746  2.235  0.09
H  -0.529  -1.024  1.989  0.11
H  -0.697  1.040  0.932  0.07
H  0.620  2.627  -0.262  0.07
H  2.069  1.676  0.135  0.07
H  1.093  1.322  -1.293  0.08
C  -2.017  0.853  -0.690  -0.11
N  -1.790  1.636  -1.507  0.10
H  -2.289  0.131  0.049  0.08

The energy above the lowest of the compared OMol25 structures with the same formula, charge and spin comes out at 3.070 eV. Its structure (SMILES) is C[C@@H]1C[C@H]1C.C#N. As for the lowest unoccupied orbital energy: 0.90 eV. Its spin multiplicity is 1. Its orbital gap is 10.2 eV.